# 1
{
  "formula": "C20H56As5F30N4O4",
  "method": "the ωB97M-V functional and the def2-TZVPD basis",
  "lumo_ev": 0.65,
  "charge": -1,
  "homo_lumo_gap_ev": 9.14,
  "e_above_lowest_ev": 0.000,
  "e_homo_ev": -8.486,
  "e_tot_ha": -15491.196760,
  "symbols": ["C", "C", "N", "C", "C", "C", "C", "C", "O", "C", "H", "H", "H", "H", "H", "H", "H", "H", "H", "H", "H", "H", "H", "H", "H", "H", "H", "H", "H", "H", "C", "C", "C", "O", "C", "N", "H", "H", "H", "H", "H", "H", "H", "H", "H", "H", "H", "H", "C", "C", "C", "O", "C", "N", "H", "H", "H", "H", "H", "H", "H", "H", "H", "H", "H", "H", "C", "C", "C", "O", "C", "N", "H", "H", "H", "H", "H", "H", "H", "H", "H", "H", "H", "H", "As", "F", "F", "F", "F", "F", "F", "As", "F", "F", "F", "F", "F", "F", "As", "F", "F", "F", "F", "F", "F", "As", "F", "F", "F", "F", "F", "F", "As", "F", "F", "F", "F", "F", "F"],
  "xyz": [[-0.767, -1.239, 4.517], [0.425, -0.683, 5.256], [1.656, -1.556, 5.206], [1.268, -2.966, 5.494], [2.200, -1.491, 3.794], [3.541, -2.175, 3.587], [2.737, -1.171, 6.225], [3.326, 0.210, 6.000], [2.373, 1.158, 6.356], [2.898, 2.484, 6.424], [-1.263, -2.077, 5.008], [-0.495, -1.607, 3.526], [-1.517, -0.461, 4.396], [0.192, -0.504, 6.306], [0.703, 0.280, 4.836], [2.150, -3.589, 5.582], [0.593, -3.306, 4.716], [0.722, -3.012, 6.436], [2.300, -0.434, 3.579], [1.456, -1.923, 3.132], [3.680, -2.347, 2.522], [3.527, -3.182, 4.014], [4.366, -1.625, 4.030], [3.412, -2.014, 6.259], [2.129, -1.032, 7.124], [3.688, 0.366, 4.976], [4.224, 0.292, 6.635], [2.072, 3.177, 6.533], [3.466, 2.701, 5.519], [3.549, 2.547, 7.304], [-0.881, 1.184, 2.096], [-1.156, 1.822, 0.752], [-0.672, 0.979, -0.395], [-1.111, -0.369, -0.257], [-0.529, -1.183, -1.228], [-2.649, 2.011, 0.698], [-3.124, 1.154, 1.026], [-3.002, 2.813, 1.242], [-2.888, 2.029, -0.298], [0.176, 1.210, 2.363], [-1.262, 0.165, 2.128], [-1.440, 1.687, 2.889], [-0.753, 2.829, 0.660], [0.417, 1.049, -0.525], [-1.054, 1.308, -1.367], [-1.021, -2.155, -1.247], [0.544, -1.337, -1.031], [-0.609, -0.770, -2.242], [-2.087, 0.109, -6.347], [-3.276, -0.355, -5.544], [-4.306, -1.113, -6.331], [-3.703, -2.247, -6.892], [-4.401, -2.792, -7.968], [-2.850, -1.165, -4.319], [-2.359, -0.508, -3.703], [-3.687, -1.446, -3.810], [-2.292, -1.999, -4.568], [-1.681, -0.701, -6.951], [-1.319, 0.591, -5.746], [-2.451, 0.872, -7.037], [-3.722, 0.489, -5.011], [-4.761, -0.430, -7.060], [-5.171, -1.422, -5.719], [-5.354, -3.242, -7.645], [-3.790, -3.523, -8.487], [-4.737, -2.048, -8.707], [4.945, -2.690, -1.928], [4.327, -1.319, -1.874], [3.261, -1.108, -2.920], [2.683, 0.155, -2.718], [2.042, 0.597, -3.896], [3.608, -1.190, -0.546], [2.906, -0.436, -0.563], [3.110, -2.059, -0.351], [4.245, -1.008, 0.231], [4.192, -3.483, -1.927], [5.623, -2.850, -1.087], [5.512, -2.868, -2.841], [5.008, -0.471, -1.918], [2.543, -1.939, -2.931], [3.738, -1.106, -3.911], [1.519, 1.535, -3.726], [1.285, -0.106, -4.260], [2.771, 0.709, -4.707], [-2.389, 5.720, 2.192], [-1.201, 6.734, 2.934], [-1.760, 6.128, 0.646], [-3.502, 4.571, 1.443], [-3.033, 5.330, 3.741], [-3.497, 7.020, 2.041], [-1.295, 4.352, 2.306], [0.370, -3.411, -5.113], [2.092, -3.446, -5.320], [0.165, -4.276, -6.576], [-1.363, -3.373, -4.864], [0.568, -2.506, -3.628], [0.288, -1.899, -5.946], [0.461, -4.876, -4.225], [3.511, 1.960, 1.913], [4.449, 0.775, 2.856], [4.603, 1.622, 0.600], [2.679, 3.083, 0.992], [2.447, 2.110, 3.269], [4.522, 3.158, 2.606], [2.577, 0.553, 1.373], [-4.784, -0.004, 3.488], [-5.740, -1.281, 2.850], [-5.750, 1.107, 2.631], [-3.660, 1.214, 4.011], [-3.808, -1.174, 4.358], [-3.657, -0.212, 2.129], [-5.724, 0.190, 4.907], [-2.394, 3.184, -3.481], [-3.229, 3.119, -1.972], [-3.827, 2.762, -4.341], [-1.518, 3.171, -4.985], [-0.936, 3.599, -2.648], [-1.963, 1.461, -3.314], [-2.674, 4.853, -3.712]],
  "forces_ev_per_a": [[-0.1, -0.6, -0.2], [-0.3, 0.6, 0.2], [0.6, -0.8, -0.6], [-0.4, 0.0, 0.4], [0.5, 0.4, 0.0], [-0.5, -0.7, 0.5], [-1.8, 1.1, -0.2], [0.9, -0.2, -0.3], [-0.5, 0.2, 0.2], [0.3, -0.4, 0.0], [0.0, 0.2, 0.2], [-0.1, 0.3, -0.1], [0.0, 0.0, 0.0], [0.1, -0.1, 0.0], [0.2, 0.0, 0.0], [0.0, 0.0, -0.2], [0.2, -0.1, -0.1], [0.1, 0.2, 0.0], [-0.1, 0.1, -0.2], [-0.1, 0.1, 0.1], [0.2, 0.4, 0.0], [0.1, 0.0, 0.0], [0.1, 0.1, -0.3], [0.3, 0.2, 0.2], [0.4, -0.6, 0.3], [-0.1, 0.0, 0.0], [-0.1, -0.1, 0.1], [-0.1, -0.1, -0.1], [-0.1, 0.2, 0.0], [0.1, 0.2, -0.1], [0.1, 0.0, 0.8], [-0.2, 0.2, 0.7], [-0.3, -0.2, -1.1], [0.1, 0.0, 0.3], [0.0, -0.2, -0.4], [-0.1, -1.5, -1.0], [0.2, 0.2, 0.5], [0.2, 0.4, -0.4], [-0.4, 1.0, 0.1], [0.0, 0.0, -0.2], [0.2, -0.1, -0.3], [0.2, 0.3, -0.1], [0.2, -0.1, 0.1], [0.1, -0.1, 0.6], [-0.1, 0.4, 0.2], [0.0, 0.0, 0.2], [0.0, 0.0, -0.1], [0.1, 0.2, 0.1], [-0.1, 0.0, -0.5], [-0.1, 0.5, 1.3], [-0.7, -0.1, 0.1], [0.4, 0.3, -0.2], [-1.2, -0.1, -0.5], [-0.2, 0.2, -0.4], [0.3, -0.1, -0.1], [0.0, -0.2, 0.0], [0.2, 0.0, 0.1], [0.2, 0.0, 0.2], [0.0, -0.1, 0.1], [0.0, 0.0, 0.0], [-0.3, 0.2, -0.7], [0.4, -0.1, -0.3], [0.2, 0.0, 0.2], [0.3, -0.3, 0.1], [0.1, -0.1, 0.2], [0.5, 0.2, 0.1], [0.5, -0.4, 0.0], [-0.7, 0.2, 0.1], [0.4, 0.0, -0.8], [-0.1, -0.3, 0.5], [-0.7, 0.2, -0.8], [0.0, -0.1, 0.1], [0.2, 0.2, 0.0], [-0.1, 0.0, 0.0], [-0.1, 0.3, 0.0], [-0.2, 0.2, 0.1], [0.0, 0.0, 0.0], [0.0, 0.3, 0.0], [0.3, -0.2, 0.1], [-0.1, 0.2, 0.1], [0.1, -0.3, 0.1], [0.3, 0.1, 0.3], [0.1, -0.2, 0.2], [0.1, 0.2, 0.1], [0.4, 0.0, 0.2], [0.1, 0.1, 0.1], [0.2, -0.2, -0.4], [-0.3, 0.1, -0.1], [-0.1, -0.2, 0.2], [-0.4, 0.1, 0.0], [0.2, -0.1, 0.0], [1.0, -0.2, -0.2], [0.1, 0.2, 0.1], [-0.2, 0.0, -0.2], [-0.4, 0.0, 0.0], [-0.2, 0.0, 0.2], [-0.2, 0.1, -0.1], [-0.1, -0.3, 0.3], [1.4, -0.8, 1.3], [-0.1, -0.2, 0.0], [0.0, 0.0, -0.2], [-0.8, 0.2, -0.6], [-0.4, -0.2, 0.0], [0.2, 0.3, -0.2], [-0.4, 0.1, -0.3], [1.1, -0.5, 0.6], [-0.2, -0.3, 0.1], [0.0, 0.6, -0.4], [-0.2, 0.4, 0.1], [0.0, -0.2, -0.1], [-0.3, -0.1, -0.5], [-0.4, 0.0, 0.1], [1.3, 1.1, -0.7], [-0.2, -0.3, 0.1], [-0.4, -0.4, 0.1], [0.1, -0.4, -0.1], [0.1, -0.5, 0.2], [-0.4, -0.4, 0.0], [-0.6, 0.2, 0.1]],
  "mulliken_charge": [-1.1527, 0.0160, 0.4742, -1.2572, -0.1169, -1.5135, -0.8104, -0.2152, -0.2955, -0.8002, 0.4293, 0.1871, 0.1896, 0.5119, 0.1809, 0.4872, 0.4364, 0.3742, 0.1172, 0.5230, 0.1260, 0.4511, 0.3083, 0.4110, 0.5384, 0.0015, 0.5752, 0.2700, 0.2933, 0.3085, -1.2884, -0.2404, 0.3163, -0.2989, -0.0456, 0.2586, 0.4451, 0.3636, 0.1509, 0.1042, 0.4152, 0.6800, 0.3930, 0.2509, -0.3326, 0.3911, -0.1251, -0.2809, -1.3998, 0.6731, -1.0435, -0.1659, -0.8658, 0.2833, -0.0808, 0.4620, 0.3253, 0.3825, 0.2357, 0.4486, 0.1261, 0.4770, 0.4454, 0.3164, 0.2518, 0.3352, -1.5287, 0.0960, -0.5750, -0.2634, -0.7928, 0.0545, -0.1483, 0.4287, 0.3550, 0.3997, 0.4264, 0.4076, 0.4076, 0.1302, 0.6300, 0.2845, 0.1796, 0.4236, 2.0841, -0.5223, -0.4694, -0.5827, -0.4842, -0.4927, -0.5926, 2.0162, -0.5195, -0.4878, -0.6150, -0.6037, -0.4474, -0.4966, 1.9985, -0.5324, -0.5199, -0.4181, -0.4067, -0.4752, -0.4788, 2.0263, -0.4922, -0.4761, -0.4556, -0.5022, -0.6781, -0.4905, 2.0766, -0.5425, -0.5013, -0.5113, -0.4655, -0.7866, -0.4817]
}

---

# 2
{
  "formula": "C20H56N8O28S4",
  "method": "the ωB97M-V functional and the def2-TZVPD basis",
  "lumo_ev": -0.27,
  "charge": 0,
  "homo_lumo_gap_ev": 10.70,
  "e_above_lowest_ev": 0.000,
  "smiles": "CCOS(C)(=O)=O.CCOS(C)(=O)=O.CCOS(C)(=O)=O.CCOS(C)(=O)=O.C[N+](=O)[O-].C[N+](=O)[O-].C[N+](=O)[O-].C[N+](=O)[O-].C[N+](=O)[O-].C[N+](=O)[O-].C[N+](=O)[O-].C[N+](=O)[O-]",
  "e_homo_ev": -10.965,
  "e_tot_ha": -4932.255470,
  "symbols": ["C", "C", "O", "S", "C", "O", "O", "H", "H", "H", "H", "H", "H", "H", "H", "C", "C", "O", "S", "C", "O", "O", "H", "H", "H", "H", "H", "H", "H", "H", "C", "C", "O", "S", "C", "O", "O", "H", "H", "H", "H", "H", "H", "H", "H", "C", "C", "O", "S", "C", "O", "O", "H", "H", "H", "H", "H", "H", "H", "H", "C", "N", "O", "O", "H", "H", "H", "C", "N", "O", "O", "H", "H", "H", "C", "N", "O", "O", "H", "H", "H", "C", "N", "O", "O", "H", "H", "H", "C", "N", "O", "O", "H", "H", "H", "C", "N", "O", "O", "H", "H", "H", "C", "N", "O", "O", "H", "H", "H", "C", "N", "O", "O", "H", "H", "H"],
  "xyz": [[6.503, -2.303, 4.622], [5.558, -1.770, 3.516], [6.123, -0.567, 3.097], [6.591, -0.382, 1.504], [8.057, -1.590, 1.601], [5.480, -0.925, 0.752], [7.108, 0.917, 1.311], [7.441, -2.664, 4.199], [6.011, -3.075, 5.214], [6.823, -1.472, 5.252], [5.424, -2.539, 2.755], [4.550, -1.653, 3.912], [8.729, -1.404, 0.764], [7.652, -2.598, 1.517], [8.635, -1.496, 2.521], [4.283, 3.852, 2.398], [3.363, 3.627, 1.192], [2.619, 4.828, 0.863], [1.779, 4.878, -0.536], [3.119, 5.314, -1.738], [1.312, 3.492, -0.799], [0.764, 5.916, -0.546], [5.002, 4.653, 2.222], [4.891, 3.000, 2.701], [3.649, 4.210, 3.209], [4.058, 3.295, 0.421], [2.721, 2.771, 1.397], [3.157, 6.364, -2.028], [3.064, 4.573, -2.534], [4.097, 5.102, -1.305], [-5.175, 3.712, 0.059], [-5.019, 2.241, 0.418], [-4.986, 2.084, 1.811], [-4.371, 0.677, 2.381], [-2.736, 1.284, 2.982], [-5.238, 0.317, 3.499], [-4.260, -0.250, 1.265], [-4.422, 4.321, 0.559], [-6.175, 4.082, 0.282], [-5.028, 3.865, -1.011], [-5.866, 1.642, 0.083], [-4.123, 1.864, -0.075], [-2.276, 0.510, 3.596], [-2.927, 2.049, 3.735], [-2.151, 1.619, 2.126], [-1.238, -0.465, -2.331], [-1.018, 0.126, -0.904], [-0.369, -0.938, -0.154], [0.589, -0.512, 1.149], [2.035, 0.113, 0.212], [0.021, 0.644, 1.785], [0.848, -1.727, 1.921], [-1.767, 0.221, -2.992], [-1.916, -1.319, -2.301], [-0.320, -0.838, -2.784], [-0.362, 0.996, -0.883], [-1.991, 0.431, -0.521], [2.281, -0.690, -0.484], [2.834, 0.421, 0.887], [1.702, 1.016, -0.298], [-2.228, -3.293, 1.647], [-3.539, -3.846, 1.201], [-3.796, -3.701, 0.027], [-4.255, -4.374, 2.015], [-1.745, -2.798, 0.805], [-1.577, -4.114, 1.949], [-2.342, -2.629, 2.504], [-4.654, 3.285, -4.325], [-3.285, 3.065, -3.714], [-2.304, 3.269, -4.419], [-3.176, 2.643, -2.569], [-5.411, 3.503, -3.572], [-4.845, 2.321, -4.796], [-4.642, 4.080, -5.070], [0.969, -0.212, 4.771], [1.836, 1.032, 4.583], [1.372, 2.107, 4.933], [2.941, 1.038, 4.004], [1.697, -1.022, 4.727], [0.136, -0.235, 4.068], [0.615, -0.052, 5.789], [0.944, 2.679, -4.232], [1.195, 1.263, -3.986], [1.989, 0.959, -3.086], [0.614, 0.432, -4.701], [1.866, 3.232, -4.409], [0.380, 3.102, -3.401], [0.345, 2.802, -5.133], [-0.804, -4.267, -2.232], [0.452, -5.052, -2.401], [1.495, -4.510, -2.202], [0.389, -6.194, -2.883], [-1.264, -4.621, -1.310], [-1.546, -4.634, -2.941], [-0.632, -3.196, -2.343], [-5.755, -1.107, -1.625], [-5.586, -0.080, -2.656], [-6.191, 1.007, -2.639], [-4.839, -0.434, -3.527], [-4.795, -1.616, -1.708], [-6.636, -1.748, -1.676], [-5.704, -0.471, -0.741], [-3.069, -2.668, -5.593], [-4.165, -1.948, -6.341], [-4.137, -0.728, -6.344], [-5.083, -2.549, -6.776], [-3.568, -3.510, -5.113], [-2.589, -1.981, -4.895], [-2.268, -2.998, -6.253], [1.100, -4.342, 3.435], [2.494, -4.520, 3.771], [2.720, -5.119, 4.834], [3.358, -4.190, 2.947], [0.989, -4.369, 2.351], [0.939, -3.404, 3.966], [0.455, -5.131, 3.820]],
  "forces_ev_per_a": [[-0.3, 0.3, -0.4], [0.3, -2.0, 1.4], [0.8, 2.3, -2.3], [-0.2, -3.7, 2.3], [-0.9, 0.5, -0.8], [1.3, 0.7, 0.0], [-0.1, 0.8, 0.1], [-0.2, -0.4, -0.1], [0.2, 0.0, 0.0], [-0.4, 0.0, 0.2], [0.3, 0.3, -0.4], [0.0, 0.6, 0.0], [-0.3, 0.1, -0.1], [-0.1, 0.1, 0.0], [-0.5, 0.4, 0.0], [-0.7, 1.4, 0.2], [1.4, -1.2, 0.4], [-0.7, 0.4, -0.8], [-0.5, -1.8, -0.5], [0.2, -0.8, 0.7], [1.1, 2.4, 0.3], [1.8, -1.0, 0.6], [0.0, 0.1, -0.3], [-0.5, -0.3, -0.2], [0.2, -0.3, 0.4], [-0.4, 0.4, -0.8], [-0.5, 0.4, -0.1], [-0.7, -0.2, -0.1], [-0.5, 0.4, -0.3], [-0.2, -0.1, 0.5], [-0.2, 0.0, 0.0], [-0.4, 0.4, -1.7], [1.0, -1.1, 1.8], [-1.4, 0.5, 0.9], [-1.2, -0.5, 0.2], [1.7, 0.5, -1.4], [0.5, 0.7, 0.9], [-0.1, 0.0, 0.1], [0.1, 0.0, 0.3], [0.1, -0.3, 0.0], [0.0, 0.2, -0.5], [0.1, -0.1, 0.2], [0.1, -0.4, -0.6], [-0.3, 0.4, -0.5], [0.0, -0.1, 0.3], [-0.1, 0.0, 0.7], [0.1, -0.3, -1.5], [0.6, 0.0, 2.0], [0.7, -0.2, -1.7], [-0.8, -0.6, 0.5], [-0.3, -0.3, 0.4], [-0.6, 1.6, -1.4], [0.4, 0.4, 0.1], [-0.1, -0.1, 0.5], [0.1, 0.4, 0.0], [-0.1, 0.1, -0.3], [0.1, -0.3, 0.6], [0.4, 0.2, 0.1], [0.0, -0.5, 0.1], [-0.2, -0.2, -0.1], [0.8, 0.0, 0.0], [0.4, 0.5, 0.3], [-0.2, -0.1, -0.6], [0.0, -0.1, 0.2], [-0.3, 0.1, 0.2], [-0.3, -0.2, 0.0], [-0.3, -0.1, -0.2], [0.1, -0.3, 0.1], [1.0, 0.2, 0.3], [-1.0, 0.0, 0.1], [-0.8, 0.2, -0.7], [0.4, -0.3, 0.2], [-0.3, 0.1, 0.0], [0.5, -0.2, 0.1], [1.4, 0.8, 1.0], [1.0, 2.5, -1.8], [-0.7, -1.1, 0.5], [-1.6, -1.8, 0.8], [-0.5, -0.2, -0.3], [0.5, 0.1, -0.1], [-0.2, -0.3, -0.1], [-0.6, 1.2, -0.7], [0.5, -2.0, 0.0], [-1.1, 0.5, -1.0], [0.8, 1.3, 1.0], [0.2, -0.4, 0.4], [0.2, -0.2, 0.2], [-0.1, -0.4, 0.2], [-0.9, -0.9, 0.0], [-0.2, -1.5, -2.2], [0.9, 1.0, 0.9], [-0.8, 1.1, 0.9], [0.4, 0.6, 0.4], [0.4, 0.1, -0.4], [0.2, -0.4, 0.4], [1.1, 1.0, 1.6], [-1.8, 0.8, -1.1], [0.9, -1.7, 0.4], [0.8, 0.7, -1.3], [-0.5, -0.6, 0.3], [0.1, 0.4, -0.4], [-0.5, -0.7, 0.6], [0.1, -0.1, 0.0], [1.0, 2.3, 1.4], [0.9, 0.0, -0.1], [-1.3, -2.2, -1.0], [0.3, 0.1, 0.0], [-0.5, 0.1, 0.0], [-0.4, -0.1, -0.4], [-0.8, 0.3, -0.3], [2.4, -2.7, 0.1], [0.0, 1.3, -1.2], [-1.3, 0.0, 1.4], [0.2, 0.8, 0.2], [-0.9, 0.2, -0.7], [0.5, 0.0, 0.5]],
  "mulliken_charge": [-1.2373, 0.1454, -0.3782, 1.1129, -0.9914, -0.4958, -0.5692, 0.2521, 0.3881, 0.3332, 0.3491, 0.0595, 0.4030, 0.3144, 0.3253, -1.4304, 0.7413, -0.3808, 1.0643, -0.8311, -0.5105, -0.6181, 0.4209, 0.2559, 0.3595, 0.3154, -0.3238, 0.3672, 0.1986, 0.3225, -1.3460, 1.0161, -0.4113, 1.0935, -0.7111, -0.6757, -0.4440, 0.3755, 0.3730, 0.1628, 0.1841, -0.4312, 0.2172, 0.4877, 0.1703, -1.5359, 1.2394, -0.0763, 0.5848, -0.4037, -0.5464, -0.3210, 0.4336, 0.1958, 0.5123, -0.2296, -0.3596, 0.4954, 0.2019, -0.1428, -0.6081, 1.1144, -0.5606, -0.6031, -0.1343, 0.4362, 0.3066, -0.7387, 0.7667, -0.5188, -0.2745, 0.2077, 0.2431, 0.3229, -0.2498, 0.9003, -0.5668, -0.4579, 0.0216, -0.0378, 0.3970, -0.7385, 0.9577, -0.5126, -0.5270, 0.2340, 0.2619, 0.3284, -0.5871, 0.9848, -0.5360, -0.5722, 0.2291, 0.3580, 0.0729, -0.3965, 0.9557, -0.5463, -0.4621, 0.2493, 0.2573, -0.0852, -0.5939, 0.9556, -0.5107, -0.5671, 0.3269, 0.0151, 0.3778, -0.5652, 0.8931, -0.5517, -0.4831, 0.2315, 0.1340, 0.3748]
}